ORCA calculation (ωB97M-V/def2-TZVPD) on a 14-piece molecular cluster, C50H80O38 overall.

```
168
Properties=species:S:1:pos:R:3
C 8.4494 -7.9123 20.0328
O 8.7498 -6.6988 19.4385
H 8.3831 -7.9363 21.1206
H 7.5365 -8.2185 19.5219
H 9.2074 -8.6355 19.7321
H 7.9252 -6.4062 19.0436
C 10.2566 -4.1894 21.6748
O 9.2243 -4.1811 20.6936
H 11.2124 -4.4137 21.2011
H 10.3074 -3.1817 22.0871
H 10.1007 -4.9021 22.4847
H 9.2481 -4.9998 20.1928
C 13.9586 -3.8803 23.3547
C 13.2251 -3.5023 24.6862
C 12.6388 -2.1162 24.6353
O 11.3311 -2.3035 25.0668
C 11.0120 -3.6141 25.1117
O 9.8674 -4.0502 25.2576
O 12.1183 -4.3762 24.9769
H 14.8855 -3.3124 23.2743
H 13.4315 -3.6868 22.4205
H 14.2496 -4.9298 23.3986
H 13.8893 -3.6522 25.5374
H 12.7336 -1.7538 23.6117
H 13.1001 -1.4116 25.3273
C 8.8046 -11.3451 25.5061
C 7.7896 -11.4861 24.3495
C 6.3447 -11.5573 24.9034
O 5.6535 -10.7042 24.1139
C 6.5193 -9.9598 23.4154
O 6.3149 -8.9621 22.7709
O 7.7817 -10.3211 23.6605
H 8.7616 -12.2736 26.0756
H 8.7058 -10.5151 26.2057
H 9.8212 -11.2464 25.1254
H 8.0511 -12.3161 23.6930
H 6.4233 -11.2703 25.9519
H 5.9036 -12.5510 24.8252
C 12.0731 -6.7716 27.5461
C 13.2331 -6.3532 28.4350
C 13.6320 -4.8913 28.3351
O 13.6250 -4.4655 29.6546
C 13.2252 -5.4032 30.4487
O 13.3388 -5.3384 31.6815
O 12.7333 -6.4306 29.7639
H 11.5130 -7.6294 27.9184
H 12.4046 -6.8773 26.5131
H 11.3578 -5.9507 27.5961
H 14.1143 -6.9779 28.2888
H 12.9703 -4.3000 27.7023
H 14.6443 -4.8330 27.9352
C 10.0617 -4.0443 34.2750
C 10.3272 -5.1404 33.2223
C 9.7275 -6.5110 33.6040
O 9.0505 -6.7870 32.4029
C 9.0538 -5.8133 31.5305
O 8.5216 -5.8381 30.3985
O 9.7434 -4.7688 31.9808
H 10.7100 -3.2057 34.0213
H 10.3123 -4.5087 35.2288
H 9.0156 -3.7447 34.3382
H 11.4036 -5.3121 33.2243
H 9.1582 -6.4291 34.5299
H 10.5914 -7.1546 33.7698
C 7.0037 -2.3835 29.0165
C 8.4820 -2.2513 29.4476
C 9.4119 -3.2362 28.8249
O 10.4020 -2.4715 28.1925
C 10.0775 -1.1752 28.3379
O 10.6516 -0.1509 27.9135
O 8.9741 -1.0152 29.1026
H 6.5974 -3.3545 29.3000
H 6.8321 -2.1328 27.9697
H 6.3617 -1.6207 29.4571
H 8.5599 -2.3064 30.5335
H 8.9416 -3.8929 28.0930
H 9.8818 -3.8227 29.6145
C 12.2871 -6.5318 19.3697
C 13.2949 -7.1161 20.3830
C 12.9147 -7.3194 21.7814
O 13.5150 -8.6064 22.0685
C 13.8918 -9.2455 20.9321
O 14.3120 -10.3891 20.8250
O 13.7499 -8.3882 19.9714
H 12.6962 -6.4998 18.3599
H 12.1868 -5.4645 19.5666
H 11.4020 -7.1627 19.2885
H 14.1923 -6.4995 20.3337
H 11.8346 -7.2758 21.9210
H 13.2484 -6.4833 22.3961
C 9.4194 -9.8130 29.0855
C 8.6084 -9.6428 30.3607
C 7.1214 -9.1425 30.2991
O 6.4644 -10.2325 30.9777
C 7.2864 -11.1666 31.4056
O 6.9715 -12.1746 32.0567
O 8.5544 -10.9292 30.9992
H 8.9774 -10.5747 28.4432
H 10.4519 -9.9957 29.3832
H 9.3062 -8.8629 28.5634
H 9.1757 -8.9032 30.9257
H 6.7942 -9.1515 29.2594
H 6.9906 -8.1783 30.7902
C 10.7793 -10.4425 21.6188
C 10.8686 -11.8428 22.1572
C 11.5121 -12.7714 21.1457
O 12.5696 -13.4545 21.8776
C 12.7758 -12.8300 23.0220
O 13.6798 -13.1220 23.7836
O 11.7904 -11.8585 23.2038
H 11.3976 -10.3399 20.7270
H 11.1611 -9.7037 22.3234
H 9.7404 -10.1614 21.4463
H 9.9316 -12.2004 22.5842
H 11.8095 -12.3201 20.1992
H 10.7356 -13.4979 20.9060
C 5.9143 -3.3998 21.2377
C 6.5001 -3.8508 22.5524
C 7.2669 -2.7790 23.2592
O 6.9004 -2.9842 24.5997
C 5.7075 -3.5713 24.6340
O 4.9106 -3.6477 25.5784
O 5.4236 -4.0680 23.4363
H 5.4658 -2.4252 21.4300
H 5.1968 -4.1165 20.8382
H 6.6541 -3.3164 20.4416
H 7.1190 -4.7362 22.4075
H 7.1316 -1.7996 22.8003
H 8.3415 -2.9284 23.1538
C 3.8678 -6.9642 23.3817
C 3.7053 -6.8154 24.9305
C 2.5457 -7.6471 25.6348
O 3.2964 -8.4703 26.5034
C 4.6094 -8.2131 26.5157
O 5.4390 -8.6589 27.2795
O 4.8342 -7.3103 25.5722
H 3.2103 -6.2383 22.9032
H 3.5442 -7.9537 23.0587
H 4.8971 -6.8794 23.0333
H 3.5570 -5.7746 25.2182
H 2.0813 -8.1997 24.8181
H 1.8004 -7.0165 26.1195
C 7.9229 -6.2215 26.7626
C 8.1968 -7.1794 25.5962
C 8.2384 -6.4893 24.2397
O 9.4148 -7.0772 23.6731
C 10.1843 -7.6213 24.6604
O 11.2543 -8.2061 24.4663
O 9.5728 -7.4994 25.8299
H 6.9756 -5.7212 26.5619
H 8.7443 -5.5169 26.8930
H 7.7322 -6.6436 27.7492
H 7.4917 -8.0092 25.5480
H 8.3408 -5.4092 24.3444
H 7.3994 -6.6579 23.5646
C 11.6279 -12.5608 27.2449
C 12.8826 -11.7311 26.9192
C 12.7070 -10.4704 26.1247
O 13.4168 -9.5126 26.9477
C 13.7299 -10.0363 28.1079
O 14.3914 -9.4435 28.9462
O 13.3421 -11.2761 28.1554
H 11.9185 -13.4101 27.8633
H 11.2939 -12.9818 26.2965
H 10.8641 -11.9828 27.7650
H 13.6239 -12.3634 26.4305
H 11.6657 -10.1611 26.0347
H 13.0326 -10.5700 25.0892
```

Computed properties:
Expectation value of S² ... 0.7579
Charge ... +1
2S+1 ... 2
E_LUMO (spin up / spin down) ... -2.6305 / -9.9951 eV

Here are the Löwdin charges for atoms 1 to 99, given in e: C -0.147; O -0.124; H 0.070; H 0.097; H 0.070; H 0.095; C -0.137; O -0.109; H 0.056; H 0.078; H 0.068; H 0.032; C 0.001; C -0.274; C -0.105; O 0.071; C -0.504; O 0.105; O 0.084; H 0.094; H 0.079; H 0.073; H 0.142; H 0.137; H 0.147; C -0.003; C -0.327; C -0.114; O 0.111; C -0.523; O 0.137; O 0.091; H 0.096; H 0.075; H 0.064; H 0.147; H 0.133; H 0.148; C -0.002; C -0.287; C -0.098; O 0.109; C -0.567; O 0.108; O 0.108; H 0.085; H 0.088; H 0.075; H 0.149; H 0.115; H 0.143; C -0.009; C -0.308; C -0.053; O 0.095; C -0.535; O 0.080; O 0.086; H 0.087; H 0.092; H 0.089; H 0.133; H 0.140; H 0.148; C 0.085; C -0.230; C -0.057; O 0.147; C -0.403; O 0.220; O 0.276; H 0.121; H 0.113; H 0.107; H 0.225; H 0.145; H 0.148; C 0.015; C -0.321; C -0.093; O 0.070; C -0.571; O 0.142; O 0.113; H 0.090; H 0.074; H 0.079; H 0.156; H 0.120; H 0.110; C -0.012; C -0.293; C -0.031; O 0.079; C -0.545; O 0.108; O 0.087; H 0.073; H 0.094


ORCA calculation (ωB97M-V/def2-TZVPD) on C50H48EuN10O2 as an isolated structure.

```
111
Properties=species:S:1:pos:R:3
Eu 0.5623 -1.1366 0.0114
C -6.3664 -1.7064 0.6233
C -6.3539 -1.6631 -0.7697
C -5.1831 -1.4311 -1.4703
C -4.0174 -1.2656 -0.7414
C -2.6410 -0.9932 -1.1206
N -1.8596 -0.9263 -0.0144
C -2.6562 -1.0618 1.0791
N -2.3614 -0.8260 2.3430
C -1.2632 -0.2182 2.7499
C -1.1580 0.3554 4.0831
C -1.9601 0.3121 5.2121
C -1.5830 1.0663 6.3088
C -0.4270 1.8448 6.2926
C 0.3748 1.9041 5.1683
C -0.0018 1.1579 4.0643
C 0.5429 1.0387 2.7252
N 1.5602 1.7883 2.3230
C 1.9519 1.9003 1.0632
N 1.4618 1.2468 -0.0162
C 2.0569 1.7541 -1.1236
N 1.7966 1.4866 -2.3875
C 0.8016 0.7186 -2.7765
N -0.1107 0.0876 -1.9941
C -1.1316 -0.3309 -2.7800
N -2.3049 -0.7797 -2.3806
C -0.8193 -0.0750 -4.1820
C -1.4603 -0.3704 -5.3730
C -0.8499 0.0278 -6.5510
C 0.3655 0.7077 -6.5441
C 1.0158 0.9993 -5.3562
C 0.4187 0.5931 -4.1766
C 3.0189 2.7804 -0.7468
C 3.8498 3.6107 -1.4743
C 4.6277 4.5208 -0.7781
C 4.5882 4.5911 0.6112
C 3.7551 3.7651 1.3465
C 2.9617 2.8675 0.6543
N -0.1922 0.1575 1.9996
C -4.0268 -1.3198 0.6638
C -5.2065 -1.5293 1.3574
H -7.3038 -1.8784 1.1356
H -7.2796 -1.8126 -1.3086
H -5.1626 -1.3876 -2.5485
H -2.8521 -0.2925 5.2223
H -2.1974 1.0661 7.1981
H -0.1615 2.4189 7.1692
H 1.2625 2.5166 5.1370
H -2.4005 -0.9003 -5.3744
H -1.3208 -0.1929 -7.4997
H 0.8069 1.0103 -7.4846
H 1.9593 1.5202 -5.3377
H 3.8795 3.5428 -2.5485
H 5.2777 5.1941 -1.3187
H 5.2178 5.3075 1.1213
H 3.7150 3.8210 2.4242
H -5.2081 -1.5541 2.4356
C -0.6482 -4.0999 1.1448
C -1.5582 -4.3212 0.1093
C -0.8680 -4.0452 -1.1195
C 0.4589 -3.6947 -0.7734
C 0.6441 -3.7543 0.6567
C 1.8695 -4.4505 1.2703
C 3.2305 -3.9359 0.7747
C 1.7744 -5.9308 0.8421
C 1.8215 -4.4046 2.8061
C -1.1767 -4.2740 -2.6041
C -2.5104 -3.7309 -3.1327
C -0.0968 -3.6131 -3.4888
C -1.1514 -5.7871 -2.8910
C -2.8540 -5.0416 0.4929
C -3.2945 -4.6600 1.9197
C -2.5499 -6.5520 0.4998
C -4.0667 -4.8082 -0.4104
H -0.8583 -4.2566 2.1866
H 1.2928 -3.7215 -1.4624
H 3.1644 -3.5136 -0.2240
H 3.9431 -4.7598 0.7511
H 3.6458 -3.1758 1.4258
H 1.9719 -6.0197 -0.2223
H 0.7790 -6.3175 1.0373
H 2.5009 -6.5341 1.3863
H 1.6168 -3.3954 3.1642
H 2.7690 -4.7407 3.2260
H 1.0404 -5.0643 3.1764
H -2.4722 -2.6539 -3.2502
H -3.3301 -3.9608 -2.4751
H -2.7235 -4.1731 -4.1070
H 0.0939 -2.5859 -3.1722
H -0.4416 -3.5887 -4.5236
H 0.8452 -4.1575 -3.4694
H -2.0511 -6.2553 -2.5027
H -0.2855 -6.2538 -2.4290
H -1.1104 -5.9711 -3.9652
H -2.6339 -5.0851 2.6695
H -4.2932 -5.0485 2.1176
H -3.3131 -3.5819 2.0369
H -1.7409 -6.7662 1.1917
H -2.2404 -6.8891 -0.4833
H -3.4294 -7.1212 0.7998
H -4.1725 -3.7543 -0.6396
H -4.9784 -5.1273 0.0959
H -3.9921 -5.3832 -1.3305
N 2.6783 -0.9715 1.8329
N 3.7786 -0.8171 0.9307
C 3.5728 -0.7587 -0.4933
O 4.4843 -0.2423 -1.1176
O 2.5266 -1.3128 -0.9237
H 2.4892 -0.0859 2.3091
H 2.9456 -1.6412 2.5581
H 4.5078 -0.1771 1.2330
```

Computed properties:
Expectation value of S² ... 15.8963
Charge ... -2
2S+1 ... 8
E_LUMO (spin up / spin down) ... 3.9757 / 3.6825 eV

Here are the Löwdin charges for atoms 1 to 99, given in e: Eu 1.977; C -0.116; C -0.121; C -0.044; C -0.135; C -0.304; N 0.045; C -0.335; N 0.182; C -0.317; C -0.107; C -0.033; C -0.118; C -0.121; C -0.035; C -0.113; C -0.340; N 0.136; C -0.334; N 0.072; C -0.329; N 0.203; C -0.307; N 0.033; C -0.316; N 0.148; C -0.107; C -0.026; C -0.111; C -0.108; C -0.022; C -0.096; C -0.112; C -0.027; C -0.119; C -0.126; C -0.041; C -0.114; N 0.033; C -0.133; C -0.042; H 0.084; H 0.083; H 0.105; H 0.102; H 0.084; H 0.083; H 0.101; H 0.106; H 0.086; H 0.087; H 0.106; H 0.102; H 0.082; H 0.081; H 0.098; H 0.103; C -0.081; C -0.135; C -0.124; C -0.204; C -0.344; C -0.540; C -0.051; C -0.055; C -0.065; C -0.500; C -0.051; C -0.057; C -0.053; C -0.506; C -0.059; C -0.049; C -0.049; H 0.094; H 0.094; H 0.067; H 0.076; H 0.047; H 0.081; H 0.072; H 0.071; H 0.070; H 0.075; H 0.071; H 0.045; H 0.038; H 0.080; H 0.068; H 0.081; H 0.078; H 0.057; H 0.082; H 0.074; H 0.068; H 0.075; H 0.065; H 0.072; H 0.059


ORCA calculation (ωB97M-V/def2-TZVPD) on a 2-piece molecular cluster, C4H10O2 overall.

```
16
Properties=species:S:1:pos:R:3
C 1.4811 0.4972 0.8812
C 0.0155 0.3261 1.1817
C -0.9042 0.4364 0.2157
O -0.5764 0.6858 -1.0805
C -2.3267 0.0196 0.3582
H 1.7049 1.5637 0.7697
H 2.1421 0.1773 1.6799
H 1.6898 -0.0624 -0.0222
H -0.3354 0.4118 2.2054
H 0.3779 0.7653 -1.1889
H -2.4383 -0.8716 -0.2723
H -2.6252 -0.2116 1.3706
H -3.0282 0.7201 -0.1024
H 1.9149 -1.4224 -2.7050
H 0.9850 -1.4490 -1.5399
O 1.9231 -1.5862 -1.7512
```

Computed properties:
E_LUMO ... 0.6568 eV
Energy relative to the best compared isomer or geometry (same formula, charge and spin) ... 26.1 kcal/mol
SMILES ... C/C=C(/C)O.O

Charges per atom according to Löwdin partitioning, unit e: C -0.095; C -0.117; C -0.429; O 0.033; C -0.036; H 0.084; H 0.074; H 0.035; H 0.102; H 0.081; H 0.088; H 0.079; H 0.081; H 0.048; H 0.030; O -0.059